Molecular formula: C18H29BrNO4P2Yb
Method: DFT, wB97M-V/def2-TZVPD

Computed properties:
E_HOMO (spin up / spin down)	-4.297 / -6.507	eV
E_LUMO (spin up / spin down)	-0.13 / -0.16	eV
<S²>	0.75
molar mass	638.33	g/mol
max |F|	0.0424	Eh/bohr

The geometry in ORCA input format:
```
! RIJCOSX wB97M-V def2-TZVPD def2/J DEFGRID3
* xyz 0 2
C 0.69810 3.75179 -1.21012
C 0.59760 2.50994 -0.53992
N 0.21727 1.40019 -1.26767
C 0.30324 1.41055 -2.60335
C 0.45540 2.60198 -3.30937
C 0.59660 3.79333 -2.59196
C 0.84031 2.36859 0.86920
P 1.82966 1.06772 1.56957
Yb -0.65338 0.17443 0.59099
P -1.03122 -1.07366 -2.73191
C 0.22953 0.08074 -3.34541
O -2.66760 5.68493 3.48570
O -2.71255 0.74368 2.88264
H 0.87314 4.63609 -0.59603
H 0.40870 2.56374 -4.39868
H 0.63044 4.74241 -3.11919
C 3.52425 1.78961 1.65351
C 1.28086 1.25600 3.31568
H -0.01249 0.25752 -4.40607
H 1.18912 -0.45970 -3.27808
H -2.71021 4.83188 3.88448
H 0.61518 3.24134 1.49386
C -0.48348 -2.74130 -3.10681
C -2.53542 -0.66539 -3.60380
H 0.44614 -0.92825 -0.72155
H -2.61168 -0.22097 3.13996
H -3.62728 0.81100 2.64110
H -2.99033 5.52931 2.58343
H 1.07170 -0.66867 -0.29666
H -0.88480 -0.98511 -1.27883
H 3.60313 2.50560 2.48358
H 4.24087 0.97273 1.81984
H 3.78284 2.28270 0.70673
H 1.91917 2.00356 3.80335
H 0.22158 1.54204 3.37976
H 1.41699 0.28965 3.81481
H -2.52169 -1.15156 -4.59287
H -3.40180 -1.02287 -3.03424
H -2.61098 0.42040 -3.74904
H -0.91173 -3.03387 -4.07880
H 0.61382 -2.77776 -3.15909
H -0.81613 -3.44052 -2.32504
Br 0.89201 -3.43774 0.36975
C -0.01970 -4.32208 1.81159
C 0.17199 -5.70297 1.91687
C -0.50930 -6.46063 2.87756
C -1.38480 -5.83224 3.76729
C -1.57660 -4.45492 3.67446
C -0.90071 -3.67410 2.71480
C -1.22057 -2.20001 2.70910
O -2.23258 -1.83718 3.37585
O -0.45258 -1.43105 2.01851
H 0.83495 -6.20468 1.21964
H -0.36290 -7.53605 2.91260
H -1.92935 -6.40141 4.52382
H -2.26773 -3.95224 4.35820
*
```